(1)
H31O16 | the ωB97M-V functional and the def2-TZVPD basis

Each line ends with the natural charge from an NBO analysis.
Geometry (Å):
O 0.238 -1.379 -0.347  -1.006
H 0.973 -2.535 -3.525  0.480
H 0.574 -1.300 1.882  0.469
O 2.204 1.075 -1.708  -0.974
H 1.818 0.435 -2.258  0.487
H -0.643 -1.818 -0.458  0.462
O -1.311 0.570 0.356  -1.206
H -1.312 1.445 0.742  0.447
H -0.077 -0.579 0.138  0.499
O -3.107 -1.502 -0.823  -1.013
H -3.141 -1.134 0.064  0.491
H -3.176 -0.768 -1.433  0.492
O 1.644 2.058 2.740  -0.953
H 1.887 2.607 1.994  0.477
H -4.587 0.519 -1.387  0.493
O -2.338 -3.955 -1.903  -0.953
H -2.005 -3.366 -1.210  0.470
H -3.207 -3.489 -1.852  0.479
O 2.620 -1.392 4.710  -0.948
H 2.495 -1.043 3.836  0.483
H 2.927 -2.294 4.486  0.463
O -2.126 0.634 -1.985  -1.090
H -1.695 0.595 -0.903  0.505
H -1.883 -0.111 -2.479  0.434
O 4.922 1.268 1.750  -0.927
H 5.009 1.347 2.693  0.464
O 1.679 3.663 -0.469  -1.002
H 1.076 4.354 -0.159  0.494
H 1.978 3.576 -1.365  0.509
O 0.236 -2.185 2.206  -0.940
H -0.658 -2.134 1.915  0.465
H 0.850 1.611 2.432  0.478
O -5.523 0.523 -1.620  -0.967
H -3.901 0.045 5.025  0.461
H -5.775 1.237 -2.175  0.469
O 2.806 -1.068 1.389  -0.980
H 2.080 -1.698 1.162  0.509
H 2.641 -0.125 1.213  0.471
O 1.143 -1.565 -3.767  -0.949
H 0.705 1.729 -5.065  0.467
H 0.285 -1.189 -3.579  0.469
O 0.941 2.606 -4.757  -0.939
H 1.415 2.425 -3.978  0.471
H 3.874 1.274 1.679  0.461
O -3.694 0.562 4.237  -0.935
H 1.646 1.250 -0.944  0.486
H -3.124 -0.046 3.734  0.474

Its net charge is -1. Its LUMO energy is 2.3347 eV.

(2)
C2H6N2O2 | the ωB97M-V functional and the def2-TZVPD basis

Each line ends with the natural charge from an NBO analysis.
Geometry (Å):
N 1.474 -0.866 -0.752  -0.846
C 0.492 -0.254 0.066  0.395
O 1.031 0.921 0.589  -0.724
N -0.725 0.037 -0.679  -0.664
C -1.709 0.329 0.259  0.526
O -2.146 1.434 0.475  -0.562
H 1.406 -1.874 -0.770  0.376
H 2.398 -0.555 -0.489  0.385
H 0.066 -0.885 0.926  0.117
H 0.319 1.493 0.914  0.488
H -0.557 0.789 -1.344  0.388
H -2.048 -0.570 0.802  0.120

Its LUMO energy is 0.8928 eV. As for the SMILES: N[C@@H](O)NC=O.

(3)
C58H41InN9O | the ωB97M-V functional and the def2-TZVPD basis

Each line ends with the Löwdin charge.
Geometry (Å):
In 1.681 -0.818 0.203  0.769
C -6.714 3.640 -1.178  -0.079
C -5.941 3.113 -2.202  -0.073
C -4.655 2.666 -1.945  -0.032
C -4.113 2.750 -0.662  -0.172
C -4.909 3.259 0.368  -0.036
C -6.193 3.705 0.108  -0.071
C -2.759 2.252 -0.435  -0.043
C -1.852 2.606 0.520  -0.112
C -1.878 3.728 1.438  0.026
C -0.703 3.792 2.071  0.033
C 0.107 2.613 1.738  -0.126
N -0.563 1.974 0.694  0.081
C 1.201 2.305 2.515  -0.068
C 1.656 0.972 2.845  -0.251
C 2.715 0.605 3.793  0.024
C 2.608 -0.727 3.985  -0.008
C 1.499 -1.193 3.156  -0.277
C 0.929 -2.431 3.026  -0.058
C 1.298 -3.580 3.870  -0.183
C 1.375 -4.851 3.297  -0.036
C 1.714 -5.950 4.067  -0.065
C 1.961 -5.797 5.425  -0.073
C 1.870 -4.541 6.008  -0.066
C 1.538 -3.438 5.237  -0.026
C -0.201 -2.579 2.100  -0.246
N -0.314 -1.750 1.073  0.012
C -1.623 -1.762 0.680  -0.224
C -2.128 -0.737 -0.113  -0.079
C -3.571 -0.720 -0.478  -0.171
C -4.532 -0.499 0.503  -0.024
C -5.872 -0.435 0.151  -0.056
C -6.255 -0.601 -1.172  -0.069
C -5.297 -0.833 -2.149  -0.066
C -3.955 -0.882 -1.806  -0.026
C -0.096 0.853 -0.205  -0.261
C 0.218 1.582 -1.568  -0.173
C -1.106 1.826 -2.227  0.061
C -1.997 1.349 -1.345  -0.143
N -1.399 0.277 -0.578  0.020
C -2.338 -2.741 1.443  0.007
C -1.439 -3.260 2.339  0.009
N 0.980 -0.083 2.471  0.039
C 1.766 3.389 3.381  -0.240
C 1.483 3.432 4.745  -0.039
C 2.013 4.432 5.545  -0.069
C 2.841 5.401 4.992  -0.081
C 3.134 5.365 3.638  -0.074
C 2.598 4.363 2.839  -0.034
H -7.719 3.988 -1.376  0.105
H -6.342 3.043 -3.206  0.108
H -4.061 2.246 -2.748  0.113
H -4.542 3.265 1.386  0.109
H -6.797 4.092 0.919  0.108
H -2.691 4.431 1.515  0.114
H -0.403 4.528 2.798  0.123
H 3.426 1.277 4.246  0.118
H 3.249 -1.348 4.591  0.116
H 1.189 -4.967 2.236  0.121
H 1.782 -6.928 3.609  0.108
H 2.212 -6.658 6.030  0.107
H 2.045 -4.422 7.069  0.108
H 1.428 -2.467 5.701  0.116
H -4.225 -0.364 1.533  0.130
H -6.618 -0.252 0.914  0.112
H -7.301 -0.543 -1.443  0.110
H -5.595 -0.967 -3.181  0.110
H -3.201 -1.045 -2.567  0.109
H 0.523 2.583 -1.267  0.147
H -1.285 2.672 -2.875  0.131
H -3.387 -2.975 1.359  0.112
H -1.624 -3.990 3.111  0.114
H 0.836 2.677 5.176  0.127
H 1.780 4.458 6.601  0.107
H 3.255 6.182 5.617  0.105
H 3.782 6.115 3.202  0.104
H 2.826 4.334 1.779  0.110
N -0.359 -1.087 -2.896  0.169
C 0.526 -0.634 -3.844  -0.236
C 0.565 -1.226 -5.093  -0.002
C 1.487 -0.862 -6.076  -0.052
C 2.450 0.067 -5.801  -0.040
C 2.461 0.690 -4.539  -0.149
C 3.552 1.502 -4.165  0.029
C 3.641 2.006 -2.901  0.002
C 2.528 1.863 -2.077  -0.040
N 1.447 1.176 -2.416  0.059
C 1.440 0.426 -3.589  -0.060
H -0.833 -1.944 -3.131  0.112
H -0.077 -1.058 -1.930  0.040
H -0.124 -2.039 -5.290  0.126
H 1.474 -1.373 -7.029  0.121
H 3.235 0.297 -6.509  0.121
H 4.334 1.686 -4.892  0.134
H 4.488 2.578 -2.555  0.125
H 2.472 2.381 -1.129  0.143
O 3.976 -3.726 1.437  0.032
C 4.081 -2.624 1.647  -0.037
N 4.493 -2.885 -5.952  0.133
C 3.744 -3.124 -4.830  -0.389
C 3.814 -2.279 -3.704  -0.099
N 3.059 -2.472 -2.645  0.064
C 2.230 -3.520 -2.666  -0.168
C 2.171 -4.355 -3.765  -0.123
N 2.916 -4.161 -4.853  0.127
H 5.322 -2.324 -5.867  0.095
H 4.524 -3.632 -6.625  0.101
H 4.515 -1.449 -3.680  0.112
H 1.611 -3.686 -1.792  0.088
H 1.513 -5.217 -3.773  0.108

Its net charge is +1. Its LUMO energy is -3.6302 eV.

Calculated total energy / hartree: -1222.4403, -339.7897, -2992.6350
Relative energy (zero: lowest compared OMol25 entry of this formula, charge and spin) / kcal per mole: 81.5, 27.0, 191.9